Entry 1:
ORCA calculation (wB97M-V/def2-TZVPD) on a 4-piece molecular cluster, C11H19N2O15PS3 overall in a non-equilibrium geometry.

Summary:
Total charge: 0
F_max: 10.82 eV Å⁻¹
Orbital gap: 9.50 eV
SMILES string: O=C=N[C@H]1CNC(=O)[C@@H]1[PH2]=O.O=S1(=O)OCCO1.O=S1(=O)OCCO1.O=S1(=O)OCCO1
LUMO: -0.87 eV

Atoms and positions in Å:
O (2.1510, 4.6323, -0.9016)
C (2.1392, 3.5857, -1.7731)
N (2.2698, 2.2624, -2.2040)
C (1.0802, 1.4314, -1.7774)
C (1.8193, -0.0168, -1.3849)
N (1.2626, -0.6190, -0.1028)
C (0.1933, 0.3762, 0.3943)
O (-0.6214, 0.0567, 1.4173)
C (0.2272, 1.8276, -0.4349)
P (-1.5244, 2.4554, -0.9499)
O (-2.4283, 1.3232, -1.6003)
H (0.3189, 1.1556, -2.6230)
H (1.7507, -0.6471, -2.3848)
H (2.9155, 0.3762, -1.1335)
H (2.0726, -0.3973, 0.5500)
H (0.6791, 2.5505, 0.3669)
H (-2.1727, 2.8758, 0.2962)
H (-1.4426, 3.6311, -1.7899)
O (-1.4026, -6.1940, 3.3493)
S (-0.4066, -5.1493, 3.4384)
O (0.9764, -5.4062, 3.7663)
O (-0.9712, -3.9926, 4.4391)
C (-1.0333, -2.7495, 3.7420)
C (-1.2505, -3.1145, 2.2759)
O (-0.4570, -4.2791, 2.0598)
H (-0.0786, -2.2323, 3.8822)
H (-1.8430, -2.1305, 4.1376)
H (-0.9502, -2.3120, 1.5980)
H (-2.2963, -3.3784, 2.0863)
O (-6.3222, -1.2676, 3.6089)
S (-4.9217, -0.9089, 3.6381)
O (-3.8996, -1.6707, 2.9588)
O (-4.4781, -0.7179, 5.1953)
C (-3.9825, 0.6056, 5.3897)
C (-4.7014, 1.4665, 4.3544)
O (-4.7868, 0.6527, 3.1869)
H (-2.9023, 0.5944, 5.2115)
H (-4.1782, 0.9397, 6.4121)
H (-4.1655, 2.3941, 4.1396)
H (-5.7210, 1.7019, 4.6773)
O (3.0163, 0.2501, -4.1734)
S (4.1662, 0.9941, -4.6372)
O (5.0155, 1.7608, -3.7556)
O (3.6887, 1.9557, -5.8640)
C (4.4410, 1.6418, -7.0348)
C (4.8167, 0.1690, -6.8955)
O (5.1053, -0.0132, -5.5112)
H (5.3328, 2.2767, -7.0470)
H (3.8469, 1.8332, -7.9325)
H (5.6804, -0.1002, -7.5082)
H (3.9723, -0.4791, -7.1526)


Entry 2:
ORCA calculation (wB97M-V/def2-TZVPD) on one molecule with the formula C4H2Cl2S in a non-equilibrium geometry.

Summary:
Total charge: 0
ΔE to the lowest compared entry with this formula, charge and spin: 0.000 eV
F_max: 3.67 eV Å⁻¹
Orbital gap: 7.74 eV
LUMO: -0.61 eV

Atoms and positions in Å:
C (0.3714, 1.3900, 0.0019)
C (0.3544, -1.3847, 0.0215)
C (1.6660, 1.2686, -0.0004)
C (1.6495, -1.2825, 0.0086)
S (-0.7282, 0.0112, 0.0174)
Cl (3.0772, 2.1260, 0.0039)
Cl (3.0524, -2.1438, -0.0027)
H (-0.2367, 2.2849, -0.0108)
H (-0.2538, -2.2840, 0.0076)


Entry 3:
ORCA calculation (wB97M-V/def2-TZVPD) on a 3-piece molecular cluster, C19H29N4O4PS overall in a non-equilibrium geometry.

Summary:
Total charge: 0
ΔE to the lowest compared entry with this formula, charge and spin: 16.197 eV
F_max: 8.64 eV Å⁻¹
Orbital gap: 6.78 eV
SMILES string: CCOCc1cc([PH2]=S)c(CC=O)c2nccnc12.CN(C)C=O.CN(C)C=O
LUMO: -1.67 eV

Atoms and positions in Å:
C (-1.8852, 1.6687, -4.8975)
C (-1.6233, 0.8940, -3.4660)
O (-2.5201, 1.4853, -2.4603)
C (-1.7916, 2.2523, -1.4386)
C (-0.8582, 1.3474, -0.4298)
C (0.5748, 2.0617, 0.0536)
C (1.5753, 1.2765, 1.0883)
P (3.1717, 2.2050, 1.6300)
S (4.7717, 1.0998, 1.6618)
C (1.1228, -0.2184, 1.5917)
C (2.1184, -0.9956, 2.6417)
C (3.1155, -2.1027, 1.9573)
O (3.5351, -3.1281, 2.7479)
C (-0.2932, -0.9816, 1.1443)
N (-0.5199, -2.3521, 1.7165)
C (-1.8394, -2.8603, 1.2047)
C (-2.8838, -2.0750, 0.2343)
N (-2.6017, -0.7049, -0.3120)
C (-1.2753, -0.1629, 0.1394)
H (-2.4986, 2.6499, -4.6431)
H (-0.8115, 1.9079, -5.3519)
H (-2.5249, 0.9930, -5.6370)
H (-0.4965, 0.8337, -3.1523)
H (-1.9895, -0.2331, -3.6086)
H (-1.0691, 3.0247, -1.9859)
H (-2.5305, 2.9288, -0.7899)
H (0.8751, 3.1418, -0.3374)
H (3.4628, 3.3859, 0.8584)
H (2.9070, 2.6621, 3.0010)
H (1.4394, -1.5626, 3.4437)
H (2.7553, -0.2186, 3.2712)
H (3.4951, -2.0439, 0.8278)
H (-2.1541, -3.9589, 1.5503)
H (-3.8942, -2.6038, -0.0466)
C (2.5743, -1.2189, -5.3775)
N (2.4583, 0.1798, -5.0229)
C (2.1807, 1.1453, -6.0664)
C (2.6036, 0.6208, -3.7246)
O (2.5180, 1.7856, -3.3569)
H (3.3890, -1.3345, -6.0983)
H (1.6342, -1.5483, -5.8294)
H (2.7840, -1.8325, -4.4974)
H (2.9929, 1.8775, -6.0994)
H (1.2470, 1.6649, -5.8317)
H (2.0922, 0.6498, -7.0373)
H (2.8120, -0.1945, -3.0130)
C (-2.2208, -1.5802, 7.0473)
N (-2.3770, -0.8113, 5.8307)
C (-2.2116, -1.4783, 4.5556)
C (-2.6776, 0.5343, 5.8481)
O (-2.8230, 1.2419, 4.8596)
H (-1.2112, -2.0003, 7.0730)
H (-2.9562, -2.3900, 7.0506)
H (-2.3719, -0.9546, 7.9311)
H (-1.4011, -0.9941, 4.0029)
H (-3.1372, -1.3817, 3.9805)
H (-1.9771, -2.5365, 4.7010)
H (-2.7813, 0.9398, 6.8676)


Entry 4:
ORCA calculation (wB97M-V/def2-TZVPD) on C21H14CoN4O2S as an isolated structure in a non-equilibrium geometry.

Summary:
Total charge: +1
F_max: 2.42 eV Å⁻¹
Orbital gap (spin up / spin down): 4.22 / 4.23 eV
LUMO (spin up / spin down): -6.21 / -6.20 eV

Atoms and positions in Å:
Co (0.1212, 0.3709, -0.3649)
O (-0.3161, -2.4706, 5.7013)
C (-1.3421, -2.1324, 5.1266)
O (-2.5598, -2.1898, 5.2314)
C (-0.9431, -1.3309, 3.7005)
C (-1.9597, -0.8887, 2.8646)
C (-1.6041, -0.3011, 1.6676)
N (-0.3010, -0.1451, 1.3432)
C (0.6904, -0.5883, 2.1482)
C (0.3941, -1.1836, 3.3575)
C (1.9962, -0.3774, 1.5299)
C (3.2167, -0.6747, 2.1133)
C (4.3827, -0.3732, 1.4359)
C (4.2952, 0.2468, 0.1936)
C (3.0514, 0.5000, -0.3401)
N (1.9155, 0.1766, 0.2885)
C (-2.4690, 0.1815, 0.5946)
C (-3.8532, 0.2104, 0.6330)
C (-4.5494, 0.7451, -0.4342)
C (-3.8345, 1.2643, -1.5087)
C (-2.4596, 1.1894, -1.4946)
N (-1.7762, 0.6385, -0.4851)
H (-2.9943, -1.0331, 3.1471)
H (1.1671, -1.5541, 4.0182)
H (3.2357, -1.1283, 3.0940)
H (5.3473, -0.6040, 1.8659)
H (5.1809, 0.5387, -0.3505)
H (2.9574, 0.9924, -1.2978)
H (-4.3645, -0.1766, 1.5029)
H (-5.6301, 0.7705, -0.4320)
H (-4.3369, 1.7299, -2.3433)
H (-1.8815, 1.5973, -2.3119)
S (0.6320, 2.7160, -1.4029)
C (0.7531, 1.5491, -2.6638)
C (1.0651, 1.7574, -4.0084)
C (1.1067, 0.6607, -4.8442)
C (0.8379, -0.6133, -4.3314)
C (0.5372, -0.7428, -2.9976)
N (0.4989, 0.3286, -2.1867)
H (1.2632, 2.7624, -4.3527)
H (1.3455, 0.7787, -5.8926)
H (0.8624, -1.4899, -4.9611)
H (0.3213, -1.7073, -2.5537)


Entry 5:
ORCA calculation (wB97M-V/def2-TZVPD) on a 2-piece molecular cluster, C4H10N2O3 overall in a non-equilibrium geometry.

Summary:
Total charge: 0
ΔE to the lowest compared entry with this formula, charge and spin: 0.254 eV
F_max: 2.15 eV Å⁻¹
Orbital gap: 9.83 eV
SMILES string: CNC(N)=O.CC(=O)O
LUMO: 0.31 eV

Atoms and positions in Å:
C (2.7443, -1.6565, 1.4612)
N (1.3975, -1.6120, 0.9438)
C (1.1322, -1.1573, -0.3037)
N (-0.1505, -1.3584, -0.7390)
O (1.9963, -0.6537, -1.0305)
H (2.7000, -1.9597, 2.5137)
H (3.3764, -2.3754, 0.9168)
H (3.2196, -0.6676, 1.4039)
H (0.6688, -2.0996, 1.4608)
H (-0.3570, -1.0505, -1.6782)
H (-0.9487, -1.3126, -0.0901)
C (-2.7567, 2.0678, -0.3960)
C (-1.2623, 2.1523, -0.3174)
O (-0.6524, 2.8449, 0.4663)
O (-0.5783, 1.5950, -1.3559)
H (-3.1059, 2.4980, -1.3457)
H (-3.0626, 1.0119, -0.3779)
H (-3.2069, 2.6057, 0.4421)
H (-1.1537, 1.1279, -1.9743)


Entry 6:
ORCA calculation (wB97M-V/def2-TZVPD) on a 2-piece molecular cluster, C15H18 overall in a non-equilibrium geometry.

Summary:
Total charge: 0
ΔE to the lowest compared entry with this formula, charge and spin: 1.088 eV
F_max: 2.25 eV Å⁻¹
Orbital gap: 9.70 eV
SMILES string: CCc1ccccc1.Cc1ccccc1
LUMO: 0.91 eV

Atoms and positions in Å:
C (2.3628, 2.1236, 1.2105)
C (2.2227, 0.6703, 0.8377)
C (1.9075, 0.4577, -0.6471)
C (2.6840, -0.1119, -1.6537)
C (2.3589, 0.1261, -2.9733)
C (1.2021, 0.8640, -3.3243)
C (0.2485, 1.1410, -2.3631)
C (0.6762, 1.0135, -1.0302)
H (1.6776, 2.4780, 1.9972)
H (2.0521, 2.7696, 0.3827)
H (3.3083, 2.5432, 1.5423)
H (3.1304, 0.1051, 1.0778)
H (1.3946, 0.2083, 1.3803)
H (3.4466, -0.8149, -1.3321)
H (2.9137, -0.1158, -3.8669)
H (0.9933, 1.0951, -4.3590)
H (-0.7764, 1.4268, -2.5509)
H (0.0806, 1.4104, -0.2160)
C (-1.8037, 0.5398, 2.4178)
C (-2.0602, -0.6099, 1.4741)
C (-2.5066, -0.3974, 0.1454)
C (-2.5416, -1.4699, -0.7099)
C (-2.1659, -2.7382, -0.2408)
C (-2.0195, -2.9659, 1.0950)
C (-1.9263, -1.8827, 2.0083)
H (-1.4380, 1.4521, 1.9325)
H (-1.0792, 0.2577, 3.1783)
H (-2.7245, 0.8814, 2.9035)
H (-2.5248, 0.5920, -0.2977)
H (-3.0903, -1.4531, -1.6451)
H (-2.2056, -3.5775, -0.9267)
H (-2.0730, -3.9716, 1.5001)
H (-1.7242, -2.0470, 3.0534)